# 1
The following is a DFT calculation (ωB97M-V with the def2-TZVPD basis set) of a molecular structure, C3H5O2Se.

The geometry in ORCA input format:
```
! wB97M-V def2-TZVPD RIJCOSX def2/J DEFGRID3
* xyz -1 1
Se 0.65 -1.09 1.62
O 2.06 0.79 1.60
O 2.22 2.66 0.44
C -0.42 -0.08 0.32
C 0.84 0.94 -0.40
C 1.72 1.57 0.68
H 0.47 1.52 -1.15
H -1.18 0.47 0.72
H -0.67 -0.86 -0.32
H -0.57 -2.03 1.76
H 1.59 0.12 -0.80
*
```

The LUMO energy comes out at 3.47 eV. The energy relative to the best compared isomer or geometry (same formula, charge and spin) comes out at 21.9 kcal/mol. The value obtained for the frontier orbital gap is 0.2695 hartree. For the HOMO energy, the calculation gives -3.86 eV.


# 2
The following is a DFT calculation (ωB97M-V with the def2-TZVPD basis set) of a single C6H13NO molecule.

The geometry in ORCA input format:
```
! wB97M-V def2-TZVPD RIJCOSX def2/J DEFGRID3
* xyz 0 1
O 1.35 -0.68 0.80
N -0.07 1.06 0.66
C -0.23 -0.73 -0.97
C 0.42 -0.12 0.28
C 0.57 3.33 1.75
C -0.79 -2.18 -0.73
C -0.42 -2.88 -2.05
C 0.41 1.76 1.89
H -0.60 1.56 0.04
H -0.84 -2.47 -3.04
H -0.39 1.48 2.60
H 0.33 3.59 0.77
H 1.62 3.83 1.86
H -0.11 3.82 2.37
H -0.98 -0.10 -1.50
H 1.42 1.38 2.18
H -0.30 -2.67 0.14
H 0.63 -3.03 -2.29
H -1.83 -2.12 -0.67
H -0.78 -3.94 -2.38
H 0.59 -0.87 -1.71
*
```

Its SMILES is CCCC(=O)NCC. The LUMO energy comes out at 0.90 eV. The energy relative to the best compared isomer or geometry (same formula, charge and spin) comes out at 39.0 kcal/mol. The value obtained for the frontier orbital gap is 0.3834 hartree. For the HOMO energy, the calculation gives -9.53 eV.


# 3
The following is a DFT calculation (ωB97M-V with the def2-TZVPD basis set) of a single C4H3PS molecule.

The geometry in ORCA input format:
```
! wB97M-V def2-TZVPD RIJCOSX def2/J DEFGRID3
* xyz 0 1
S -2.74 -1.68 0.42
P -1.60 2.09 0.01
C -2.87 1.01 -0.46
C 0.15 -0.08 -0.48
C -0.46 0.80 0.33
C -2.94 -0.24 -0.16
H 0.88 -0.89 -0.06
H -0.05 0.73 1.33
H 0.06 -0.31 -1.57
*
```

Its SMILES is C=CP=C=C=S. The LUMO energy (alpha / beta) comes out at -1.95 / -1.95 eV. The energy relative to the best compared isomer or geometry (same formula, charge and spin) comes out at 15.1 kcal/mol. The value obtained for the frontier orbital gap (alpha / beta) is 0.2445 / 0.2444 hartree. For the HOMO energy (alpha / beta), the calculation gives -8.60 / -8.60 eV.


# 4
The following is a DFT calculation (ωB97M-V with the def2-TZVPD basis set) of a molecular structure, C42H63AsCoF6N3O24.

The geometry in ORCA input format:
```
! wB97M-V def2-TZVPD RIJCOSX def2/J DEFGRID3
* xyz 1 4
As 0.21 -0.15 0.26
Co -1.46 -2.59 2.99
F 0.70 -1.48 -0.82
F 1.85 -0.10 1.04
F 0.99 0.91 -0.99
F -0.46 -1.29 1.49
F -0.36 1.21 1.30
F -1.36 -0.05 -0.57
O -0.81 -6.08 2.03
O 7.07 5.96 -2.65
O -4.71 -1.13 0.62
O -2.39 4.35 2.51
O 0.76 -3.17 3.26
O 2.87 -3.89 2.63
O -1.01 -3.93 1.39
O 6.83 5.14 -4.69
O -5.58 -2.89 -2.14
O -0.40 5.08 3.38
O -6.40 -2.90 -4.05
O 0.71 2.01 -3.89
O 1.70 -0.39 3.80
O -3.05 -1.29 2.17
O 4.56 -4.72 -3.47
O -0.65 -0.76 4.02
O -0.19 -5.58 -0.15
O 1.71 -5.03 4.15
O 0.53 4.10 -3.14
O 0.20 3.72 -5.29
O -2.30 5.78 4.25
O 3.66 -4.09 -1.55
O 0.45 0.92 5.08
O -4.73 0.30 2.24
N 6.73 5.08 -3.44
N -5.57 -2.56 -3.29
N 3.84 -3.96 -2.80
C -0.70 -5.16 1.09
C -4.55 -1.62 -3.80
C -4.21 1.21 3.20
C 2.72 -6.04 4.11
C -0.76 1.60 5.49
C 0.53 3.20 -4.08
C 0.53 3.81 -1.78
C 0.56 4.35 2.58
C -4.63 -1.12 -5.12
C -2.71 0.23 -4.60
C -3.53 -1.18 -2.96
C 1.69 -4.00 3.31
C -5.32 1.70 4.15
C 0.12 2.75 -6.45
C 2.60 -1.92 -2.96
C 4.80 2.89 -0.95
C 2.42 -2.01 -5.74
C -0.38 -8.19 3.01
C -4.08 -0.71 1.69
C 1.96 -0.94 -5.03
C -0.52 3.25 -7.78
C -2.57 -0.37 -3.40
C 3.02 -2.83 1.72
C 3.08 -3.01 -5.05
C -3.76 -0.12 -5.53
C 2.06 -0.85 -3.62
C -0.34 2.98 6.08
C -1.72 4.98 3.29
C 5.11 3.14 -3.76
C -4.45 6.79 3.53
C 5.93 3.93 -2.92
C 5.73 3.78 -1.54
C -6.13 -1.07 0.48
C 3.17 -2.92 -3.64
C 4.09 2.32 -3.22
C 2.73 0.46 3.93
C 0.04 -4.58 -1.15
C 4.45 -2.41 1.62
C 0.40 -0.13 4.25
C -3.72 5.70 4.48
C -0.45 -7.41 1.74
C 3.91 2.22 -1.79
H 0.48 -7.52 1.17
H 1.41 3.25 -1.45
H 2.69 -3.09 0.71
H 0.75 3.38 3.04
H 2.43 -6.94 3.57
H 1.51 -0.18 -5.64
H 3.71 -5.63 3.91
H 0.45 3.32 5.40
H -5.54 6.81 3.50
H 5.02 -2.52 2.54
H -5.52 0.99 4.95
H -4.09 4.68 4.56
H 2.66 -1.71 -1.90
H -0.26 4.28 -8.02
H 4.65 -1.42 1.22
H 1.17 2.50 -6.61
H -0.83 -3.92 -1.07
H -6.35 -1.66 -0.42
H -6.62 -0.11 0.32
H 3.45 1.81 -3.92
H -2.06 1.08 -4.76
H -0.04 2.69 -8.58
H -0.84 -7.68 3.86
H 0.65 -8.16 3.36
H -5.49 -1.44 -5.69
H -0.72 -9.22 2.94
H 5.19 3.25 -4.83
H -1.30 1.08 6.28
H -0.36 1.84 -6.09
H -0.38 3.31 -1.44
H 1.71 0.03 -3.10
H -1.56 3.00 -8.00
H 2.50 1.53 3.89
H -1.50 1.73 4.70
H 2.74 -6.39 5.15
H 6.27 4.38 -0.82
H 3.50 0.31 3.17
H 3.54 -3.82 -5.61
H 1.37 5.07 2.64
H 0.97 -4.05 -0.98
H -6.64 -1.37 1.39
H 2.45 -1.84 -6.81
H 0.26 4.26 1.54
H 2.47 -1.94 2.01
H -1.06 3.69 6.48
H -3.88 2.10 2.66
H -3.80 5.91 5.54
H 0.21 2.87 7.02
H 4.95 -3.00 0.85
H -3.37 -1.61 -1.98
H 0.12 -5.10 -2.10
H -1.73 -0.22 -2.73
H 3.08 1.73 -1.32
H -1.28 -7.85 1.20
H 3.31 0.29 4.84
H -3.90 0.31 -6.51
H -4.92 2.54 4.72
H -3.35 0.81 3.74
H -6.27 1.95 3.68
H -4.17 7.78 3.89
H -4.17 6.88 2.48
H 0.58 4.77 -1.27
H 4.69 2.94 0.12
*
```

The LUMO energy (alpha / beta) comes out at -3.80 / -4.61 eV. The value obtained for the frontier orbital gap (alpha / beta) is 0.2664 / 0.2366 hartree. For the HOMO energy (alpha / beta), the calculation gives -11.05 / -11.05 eV.


# 5
The following is a DFT calculation (ωB97M-V with the def2-TZVPD basis set) of 2 unconnected molecules or ions with the total composition C2H10NO.

The geometry in ORCA input format:
```
! wB97M-V def2-TZVPD RIJCOSX def2/J DEFGRID3
* xyz 1 1
O -0.20 -0.70 -0.87
N 0.25 1.88 -1.17
C -0.67 -1.06 0.46
C 0.48 -0.94 1.49
H -1.46 -0.38 0.72
H 0.62 2.02 -2.11
H 0.83 2.25 -0.42
H 0.25 -0.15 2.20
H 0.57 -1.89 2.02
H -0.68 2.31 -1.14
H 0.10 0.80 -1.07
H -0.45 -1.34 -1.55
H -1.05 -2.07 0.43
H 1.42 -0.73 1.01
*
```

The LUMO energy comes out at -3.77 eV. The energy relative to the best compared isomer or geometry (same formula, charge and spin) comes out at 12.3 kcal/mol. The value obtained for the frontier orbital gap is 0.4228 hartree. For the HOMO energy, the calculation gives -15.28 eV.


# 6
The following is a DFT calculation (ωB97M-V with the def2-TZVPD basis set) of a molecular structure, C15H21CeClF5O2P2S.

The geometry in ORCA input format:
```
! wB97M-V def2-TZVPD RIJCOSX def2/J DEFGRID3
* xyz 2 2
Ce -0.13 0.03 1.03
Cl -1.75 0.11 -1.55
S -1.82 -0.21 3.23
P -0.29 2.90 0.32
P -0.07 -2.80 0.02
F 3.05 -0.29 6.56
F -0.09 -2.57 3.89
F -0.04 2.11 3.92
F 2.02 2.11 5.71
F 1.98 -2.65 5.64
O 0.90 0.10 -1.34
O 3.36 -0.34 2.08
C 2.23 -0.24 1.85
C -1.38 -3.66 0.93
C -1.60 3.69 1.32
C -0.15 -3.49 -1.65
C -0.37 -0.23 4.16
C 1.43 -1.46 5.31
C 1.46 -3.52 0.70
C 1.98 -0.27 5.74
C 1.26 3.70 0.89
C 0.00 -0.17 -3.63
C 0.30 -1.43 4.51
C 1.44 0.94 5.34
C 0.33 0.94 4.53
C -0.54 3.63 -1.34
C -0.02 -0.20 -2.17
H -1.43 3.46 2.39
H 1.04 -0.13 -3.99
H -0.56 0.70 -3.93
H 1.46 3.41 1.92
H -1.63 4.78 1.18
H 1.21 4.80 0.82
H -1.03 -3.10 -2.17
H -1.37 -4.74 0.71
H 1.53 -3.32 1.78
H 2.34 -3.06 0.21
H -0.20 -4.58 -1.64
H -2.58 3.26 1.03
H 0.35 3.45 -1.96
H -0.52 -1.09 -4.04
H 0.74 -3.19 -2.22
H -0.73 4.72 -1.30
H 2.09 3.34 0.26
H 1.50 -4.61 0.53
H -1.27 -3.51 2.01
H -1.40 3.14 -1.82
H -2.37 -3.26 0.63
*
```

The LUMO energy (alpha / beta) comes out at -8.00 / -7.95 eV. The value obtained for the frontier orbital gap (alpha / beta) is 0.2379 / 0.2390 hartree. For the HOMO energy (alpha / beta), the calculation gives -14.47 / -14.46 eV.


Q: Number 1 is which compound?
A: C3H5O2Se


Copy entry 5 word for word.
The following is a DFT calculation (ωB97M-V with the def2-TZVPD basis set) of 2 unconnected molecules or ions with the total composition C2H10NO.

The geometry in ORCA input format:
```
! wB97M-V def2-TZVPD RIJCOSX def2/J DEFGRID3
* xyz 1 1
O -0.20 -0.70 -0.87
N 0.25 1.88 -1.17
C -0.67 -1.06 0.46
C 0.48 -0.94 1.49
H -1.46 -0.38 0.72
H 0.62 2.02 -2.11
H 0.83 2.25 -0.42
H 0.25 -0.15 2.20
H 0.57 -1.89 2.02
H -0.68 2.31 -1.14
H 0.10 0.80 -1.07
H -0.45 -1.34 -1.55
H -1.05 -2.07 0.43
H 1.42 -0.73 1.01
*
```

The LUMO energy comes out at -3.77 eV. The energy relative to the best compared isomer or geometry (same formula, charge and spin) comes out at 12.3 kcal/mol. The value obtained for the frontier orbital gap is 0.4228 hartree. For the HOMO energy, the calculation gives -15.28 eV.